#i
ORCA calculation (ωB97M-V with the def2-TZVPD basis set) on a 2-piece molecular cluster, C6H16N2O overall.

Element x y z (Å)
C: 1.197 -0.826 0.894
C: -0.301 1.341 0.182
C: -0.383 -0.464 -1.385
C: 0.350 -1.163 2.104
C: -0.964 2.120 1.263
C: 0.581 -0.025 -2.470
N: -1.014 0.593 -0.668
N: -1.360 -1.438 -1.792
O: 2.319 0.012 1.174
H: 1.990 0.827 1.567
H: -1.965 0.361 -0.403
H: 1.656 -1.741 0.506
H: 0.697 1.613 -0.129
H: 0.388 -0.774 -0.381
H: -1.213 -2.338 -1.356
H: -1.420 -1.565 -2.795
H: -0.534 -1.732 1.797
H: 0.894 -1.765 2.844
H: -0.009 -0.261 2.608
H: -1.298 3.114 0.936
H: -1.837 1.591 1.658
H: -0.272 2.280 2.094
H: 0.045 0.342 -3.354
H: 1.204 -0.869 -2.770
H: 1.248 0.765 -2.125

E_LUMO (spin up / spin down), eV: 0.915 / 0.908
Highest occupied orbital energy (spin up / spin down), eV: -6.24 / -6.22

---

#ii
ORCA calculation (ωB97M-V with the def2-TZVPD basis set) on a 2-piece molecular cluster, C6H16N2O overall.

Element x y z (Å)
C: -2.461 0.695 -0.762
C: -2.249 -0.481 0.192
C: -3.396 -1.486 0.122
O: -1.416 1.644 -0.709
H: -0.587 1.201 -0.972
H: -3.374 1.236 -0.493
H: -2.589 0.315 -1.787
H: -1.301 -0.966 -0.059
H: -2.157 -0.092 1.211
H: -4.344 -1.012 0.380
H: -3.235 -2.312 0.816
H: -3.493 -1.895 -0.884
C: 3.363 -0.107 0.376
C: 1.233 1.198 1.374
C: 1.700 0.441 0.185
N: 3.831 -0.799 -0.739
N: 1.201 0.405 -0.950
H: 3.198 -0.469 -1.687
H: 3.517 -1.766 -0.705
H: 2.007 -0.014 -1.742
H: 3.900 0.830 0.530
H: 3.283 -0.715 1.279
H: 1.936 1.992 1.614
H: 0.252 1.625 1.177
H: 1.181 0.532 2.232

E_LUMO, eV: 0.758
Structure (SMILES): [H]/N=C(/C)CN.CCCO
Highest occupied orbital energy, eV: -9.43

---

#ii is the most stable structure; the next one sits 162.8 kJ/mol above it.

---

#i
ORCA calculation (ωB97M-V with the def2-TZVPD basis set) on C6H16N2O as an isolated structure.

Element x y z (Å)
C: 0.964 -0.851 1.033
C: -1.157 -0.986 0.004
C: 0.273 1.381 -0.337
C: -1.929 -1.783 -1.025
C: 1.209 1.075 -1.494
C: 0.927 2.187 0.777
N: 0.133 -1.557 0.286
N: -1.866 -0.688 1.226
O: 2.285 -1.138 0.939
H: 2.775 -0.598 1.567
H: 0.572 -2.074 -0.467
H: 0.581 -0.295 1.874
H: -0.614 0.224 -0.250
H: -0.575 1.969 -0.715
H: -2.599 -1.355 1.444
H: -2.253 0.247 1.220
H: -1.309 -2.057 -1.883
H: -2.751 -1.173 -1.404
H: -2.367 -2.704 -0.613
H: 2.099 0.533 -1.157
H: 0.716 0.450 -2.248
H: 1.561 1.978 -2.013
H: 1.172 3.216 0.470
H: 0.282 2.265 1.659
H: 1.871 1.734 1.105

E_LUMO, eV: 0.698
Highest occupied orbital energy, eV: -6.19

---

#ii
ORCA calculation (ωB97M-V with the def2-TZVPD basis set) on C6H16N2O as an isolated structure.

Element x y z (Å)
C: 0.671 -0.416 -0.186
C: 2.169 -0.169 0.077
C: 0.345 -1.832 0.315
C: 0.399 -0.313 -1.694
C: -0.003 2.081 0.130
C: -0.116 0.649 0.646
O: 0.087 0.536 1.994
H: 2.370 -0.166 1.147
H: 2.759 -0.960 -0.390
H: 2.502 0.781 -0.342
H: -0.687 -2.125 0.116
H: 0.984 -2.558 -0.190
H: 0.514 -1.907 1.389
H: 0.928 -1.113 -2.216
H: -0.662 -0.397 -1.921
H: 0.758 0.633 -2.098
H: -0.486 2.749 0.846
H: 1.042 2.375 0.069
H: -0.465 2.194 -0.851
N: -1.660 0.258 0.797
N: -2.468 -0.216 -0.301
H: -3.435 0.050 -0.120
H: -2.428 -1.230 -0.285
H: -2.087 1.133 1.102
H: -1.032 -0.039 1.965

E_LUMO, eV: 0.779
Highest occupied orbital energy, eV: -9.18

---

#ii is the most stable structure; the next one sits 140.4 kJ/mol above it.

---

#i
ORCA calculation (ωB97M-V with the def2-TZVPD basis set) on a 2-piece molecular cluster, C4H11NO overall.

Element x y z (Å)
C: -1.930 -1.321 0.841
N: -1.585 -2.090 -0.311
C: -0.266 -1.861 -0.828
H: -1.426 -0.337 0.877
H: -1.467 -1.794 1.722
H: -3.011 -1.187 0.894
H: -2.322 -2.423 -0.933
H: 0.496 -1.815 0.065
H: 0.025 -2.778 -1.375
H: -0.011 -0.961 -1.413
O: 3.473 2.912 -0.023
C: 2.541 2.170 0.069
C: 1.068 2.543 0.099
H: 2.618 1.098 -0.110
H: 0.644 2.498 1.092
H: 0.740 3.520 -0.260
H: 0.414 1.827 -0.408

E_LUMO (spin up / spin down), eV: -3.600 / -8.440
⟨S²⟩: 0.75
Total charge: +1
2S+1: 2
Highest occupied orbital energy (spin up / spin down), eV: -12.61 / -12.61

---

#ii
ORCA calculation (ωB97M-V with the def2-TZVPD basis set) on an isolated ion of composition C4H11NO and charge +1.

Element x y z (Å)
C: 0.715 0.091 2.593
N: 0.128 0.745 1.342
C: -0.169 -0.218 0.255
C: 0.048 0.291 -1.210
C: -0.365 -0.751 -2.188
O: -0.468 1.630 -1.241
H: 1.293 -0.787 2.236
H: 1.546 0.577 3.066
H: -0.095 -0.233 3.273
H: -0.749 1.217 1.566
H: -1.195 -0.648 0.332
H: 0.552 -1.005 0.481
H: 1.126 0.449 -1.114
H: -0.308 -0.535 -3.242
H: -1.461 -0.881 -2.028
H: 0.124 -1.723 -1.959
H: -0.722 1.781 -2.163

E_LUMO (spin up / spin down), eV: -3.023 / -8.303
⟨S²⟩: 0.76
Total charge: +1
2S+1: 2
Highest occupied orbital energy (spin up / spin down), eV: -14.88 / -14.74

---

#ii is the most stable structure; the next one sits 31.0 kJ/mol above it.

---

#i
ORCA calculation (ωB97M-V with the def2-TZVPD basis set) on one molecule with the formula C3H6N2O3.

Element x y z (Å)
C: 0.552 -0.516 -2.223
C: -0.657 -0.693 1.260
C: 0.049 1.688 1.824
H: -0.950 -1.767 -2.475
H: 1.518 0.068 -2.608
H: 0.796 0.698 -0.553
H: 0.353 -0.917 1.756
H: -1.524 -1.511 1.561
H: -0.182 2.418 2.496
N: -0.424 -0.902 -3.160
N: 0.738 -0.421 -0.821
O: -0.614 -0.695 -0.202
O: -0.840 0.747 1.886
O: 1.183 1.802 1.260

E_LUMO, eV: 0.592
Structure (SMILES): [H]/N=C\NOCOC=O
Highest occupied orbital energy, eV: -9.59

---

#ii
ORCA calculation (ωB97M-V with the def2-TZVPD basis set) on a 2-piece molecular cluster, C3H6N2O3 overall.

Element x y z (Å)
C: -0.256 1.308 -0.086
C: 2.016 -0.712 -1.037
C: -1.440 -0.355 0.827
N: -1.347 0.587 -0.306
N: -0.148 -0.248 1.466
O: 0.268 1.069 1.090
O: 1.303 0.329 -1.255
O: 1.851 -1.505 -0.116
H: 0.044 2.201 -0.602
H: 2.784 -0.915 -1.814
H: -2.216 0.030 1.509
H: -1.673 -1.373 0.525
H: -1.759 0.460 -1.213
H: 0.573 -0.876 1.013

E_LUMO, eV: 0.440
Highest occupied orbital energy, eV: -9.16

---

#ii is the most stable structure; the next one sits 309.0 kJ/mol above it.

---

#i
ORCA calculation (ωB97M-V with the def2-TZVPD basis set) on a 2-piece molecular cluster, C3H6N2O3 overall.

Element x y z (Å)
C: 0.504 1.360 -0.304
C: 1.077 -1.106 0.372
C: 0.189 -0.148 -0.289
N: -0.531 -0.781 -1.272
N: -1.536 -0.236 0.747
O: -2.334 0.486 0.254
O: -1.294 0.038 -1.877
O: -1.431 -0.815 1.788
H: 0.284 1.763 -1.341
H: -0.150 1.906 0.262
H: 1.513 1.482 0.075
H: 0.535 -1.581 1.241
H: 1.175 -1.836 -0.373
H: 2.000 -0.531 0.717

E_LUMO (spin up / spin down), eV: -1.131 / -1.131
Highest occupied orbital energy (spin up / spin down), eV: -9.61 / -9.62

---

#ii
ORCA calculation (ωB97M-V with the def2-TZVPD basis set) on one molecule with the formula C3H6N2O3.

Element x y z (Å)
C: -0.124 -1.746 -0.069
C: -0.690 1.355 0.230
C: 0.747 1.209 -0.053
H: -2.256 -1.126 -0.177
H: -0.650 2.156 0.810
H: -1.555 1.326 -0.503
H: 1.495 2.050 -0.365
H: 1.102 0.734 1.016
H: 1.811 -1.531 -0.713
N: -1.058 -0.770 -0.079
N: 1.217 -1.081 0.063
O: -0.201 -2.972 -0.301
O: -0.946 0.203 0.953
O: 1.108 0.194 -0.814

E_LUMO, eV: 0.636
Structure (SMILES): O=C1NOCCON1
Highest occupied orbital energy, eV: -9.90

---

#ii is the most stable structure; the next one sits 28.0 kJ/mol above it.

---

#i
ORCA calculation (ωB97M-V with the def2-TZVPD basis set) on one molecule with the formula C3H6N2O3.

Element x y z (Å)
C: 0.492 -0.988 0.435
C: 1.641 0.009 -0.117
C: -1.684 -0.559 -0.642
H: -1.355 0.350 1.866
H: 0.931 -1.883 -0.142
H: 0.670 -1.227 1.529
H: 0.431 1.666 0.220
H: -1.709 -1.612 -1.135
H: -2.731 1.125 -0.190
N: -0.894 -0.570 0.429
N: -2.583 0.322 -0.906
O: -0.837 0.567 1.171
O: 1.234 1.326 -0.316
O: 2.779 -0.324 -0.462

E_LUMO, eV: 0.153
Structure (SMILES): [H]/N=C\N(O)CC(=O)O
Highest occupied orbital energy, eV: -9.73

---

#ii
ORCA calculation (ωB97M-V with the def2-TZVPD basis set) on one molecule with the formula C3H6N2O3.

Element x y z (Å)
C: 1.152 0.329 0.098
C: -0.039 -0.494 0.678
C: -1.194 0.176 -0.107
H: 2.911 -0.256 -1.062
H: 2.032 -1.454 -0.187
H: 1.761 2.248 -0.089
H: -0.268 -0.268 1.721
H: -0.939 -1.961 0.211
H: -0.532 1.745 0.419
N: 2.132 -0.421 -0.540
N: 0.991 1.583 0.139
O: 0.017 -1.831 0.396
O: -1.435 1.468 0.045
O: -1.875 -0.669 -0.719

E_LUMO, eV: 0.656
Structure (SMILES): [H]/N=C(\N)[C@H](O)C(=O)O
Highest occupied orbital energy, eV: -10.08

---

#iii
ORCA calculation (ωB97M-V with the def2-TZVPD basis set) on one molecule with the formula C3H6N2O3.

Element x y z (Å)
C: 0.744 -1.327 -0.876
C: -0.301 0.167 0.633
C: -0.957 1.627 0.646
H: 1.292 -3.035 -0.212
H: 0.603 -1.964 1.151
H: -0.065 0.447 -1.399
H: -2.044 1.401 1.148
H: -0.156 2.378 1.211
H: -0.132 2.260 -0.851
N: 1.396 -1.898 0.256
N: 0.305 -0.103 -0.602
O: 0.937 -1.630 -2.008
O: -0.425 -0.512 1.624
O: -1.198 2.188 -0.720

E_LUMO, eV: 0.313
Structure (SMILES): NC(=O)NC(=O)CO
Highest occupied orbital energy, eV: -10.35

---

#ii is the most stable structure; the next one sits 159.0 kJ/mol above it.